Version w
One molecule with the formula C20H20N2O5, computed with wB97M-V/def2-TZVPD.

Output
structure (SMILES) = C[C@@](OCc1ccc(-c2ccccc2)cc1)(C(=O)NO)[C@@H](O)c1ccno1
E_HOMO = -0.31587 Ha
Kohn-Sham gap = 0.3384 Ha

Atoms and positions in Å:
O (0.790, 1.939, 5.675)
N (0.875, -2.639, 0.880)
O (1.004, -1.274, 1.314)
O (-0.492, 4.202, 5.632)
O (-0.642, 1.315, 2.467)
O (1.371, -0.582, 4.968)
C (0.025, 1.984, 4.712)
C (0.776, -3.386, 1.962)
C (0.792, -2.557, 3.126)
C (0.921, -1.272, 2.699)
C (1.590, -0.322, -6.382)
C (2.427, -0.668, -5.317)
C (0.435, 0.412, -6.120)
C (2.189, -0.177, -4.014)
C (0.163, 0.879, -4.852)
C (-0.377, 0.852, -1.745)
C (1.821, 1.847, -1.714)
C (-0.597, 1.281, -0.414)
C (1.639, 2.194, -0.383)
C (1.042, 0.597, -3.786)
C (0.832, 1.140, -2.428)
C (0.418, 1.890, 0.292)
N (-0.766, 3.113, 4.724)
C (0.232, 2.280, 1.754)
C (-1.466, -0.039, 4.212)
C (-0.228, 0.778, 3.751)
C (1.034, -0.093, 3.662)
H (0.278, 3.982, 6.199)
H (1.475, 0.167, 5.611)
H (0.742, -4.454, 1.958)
H (0.821, -2.906, 4.182)
H (1.764, -0.676, -7.396)
H (3.309, -1.270, -5.539)
H (-0.292, 0.661, -6.865)
H (2.893, -0.421, -3.189)
H (-0.729, 1.467, -4.713)
H (-1.106, 0.250, -2.260)
H (2.726, 2.098, -2.235)
H (-1.536, 1.041, 0.106)
H (2.497, 2.684, 0.076)
H (-1.414, 3.203, 3.954)
H (-0.174, 3.287, 1.804)
H (1.225, 2.314, 2.188)
H (-1.221, -0.584, 5.110)
H (-1.715, -0.771, 3.404)
H (-2.323, 0.561, 4.428)
H (1.846, 0.544, 3.375)

From a natural (NBO) analysis of the wavefunction, the atomic charges in e read: atom 1 (O): -0.6806, atom 2 (N): -0.1025, atom 3 (O): -0.2991, atom 4 (O): -0.5324, atom 5 (O): -0.5615, atom 6 (O): -0.7397, atom 7 (C): 0.6169, atom 8 (C): -0.0383, atom 9 (C): -0.3454, atom 10 (C): 0.2944, atom 11 (C): -0.2189, atom 12 (C): -0.2011, atom 13 (C): -0.2071, atom 14 (C): -0.2056, atom 15 (C): -0.1969, atom 16 (C): -0.2039, atom 17 (C): -0.2205, atom 18 (C): -0.1394, atom 19 (C): -0.1535, atom 20 (C): -0.0471, atom 21 (C): -0.0388, atom 22 (C): -0.0931, atom 23 (N): -0.3228, atom 24 (C): -0.0864, atom 25 (C): -0.6182, atom 26 (C): 0.1884, atom 27 (C): 0.0454, atom 28 (H): 0.5062, atom 29 (H): 0.5183, atom 30 (H): 0.2242, atom 31 (H): 0.2536, atom 32 (H): 0.2154, atom 33 (H): 0.2136, atom 34 (H): 0.2108, atom 35 (H): 0.2263, atom 36 (H): 0.2149, atom 37 (H): 0.2149, atom 38 (H): 0.2147, atom 39 (H): 0.2172, atom 40 (H): 0.2042, atom 41 (H): 0.4056, atom 42 (H): 0.1913, atom 43 (H): 0.1848, atom 44 (H): 0.2349, atom 45 (H): 0.2381, atom 46 (H): 0.2226, atom 47 (H): 0.1958


Version x
One molecule with the formula C20H20N2O5, computed with wB97M-V/def2-TZVPD.

Output
structure (SMILES) = COc1ccc(C2=NO[C@H](C(=O)Nc3ccc(C(C)=O)cc3)C2)cc1OC
E_HOMO = -0.29799 Ha
Kohn-Sham gap = 0.3088 Ha

Atoms and positions in Å:
C (1.594, 4.591, 5.910)
H (2.681, 4.601, 5.815)
O (1.076, 3.280, 5.850)
C (1.232, 2.493, 4.757)
C (0.650, 1.232, 4.882)
C (0.706, 0.293, 3.876)
C (1.362, 0.601, 2.688)
C (1.949, 1.862, 2.548)
C (1.898, 2.812, 3.553)
O (2.469, 4.052, 3.433)
C (3.135, 4.374, 2.235)
H (3.983, 3.707, 2.054)
H (2.457, 4.345, 1.377)
H (3.498, 5.392, 2.373)
H (2.449, 2.066, 1.616)
C (1.457, -0.349, 1.604)
N (2.058, -0.091, 0.508)
O (2.019, -1.166, -0.346)
C (1.210, -2.211, 0.219)
C (0.885, -1.749, 1.644)
H (1.376, -2.350, 2.410)
H (-0.191, -1.760, 1.822)
H (1.790, -3.139, 0.186)
C (-0.069, -2.432, -0.611)
O (-1.031, -2.992, -0.137)
N (0.049, -1.951, -1.871)
C (-0.869, -1.985, -2.917)
C (-0.518, -1.357, -4.114)
C (-1.386, -1.371, -5.181)
C (-2.626, -2.009, -5.092)
C (-2.968, -2.633, -3.893)
C (-2.103, -2.624, -2.816)
H (-2.376, -3.108, -1.893)
H (-3.916, -3.136, -3.785)
C (-3.505, -1.982, -6.285)
O (-3.166, -1.426, -7.307)
C (-4.841, -2.676, -6.173)
H (-4.697, -3.731, -5.950)
H (-5.431, -2.228, -5.376)
H (-5.375, -2.578, -7.114)
H (-1.126, -0.889, -6.111)
H (0.439, -0.861, -4.195)
H (0.915, -1.454, -2.058)
H (0.241, -0.669, 4.018)
H (0.147, 1.016, 5.812)
H (1.311, 4.960, 6.895)
H (1.159, 5.233, 5.141)

From a natural (NBO) analysis of the wavefunction, the atomic charges in e read: atom 1 (C): -0.2406, atom 2 (H): 0.1837, atom 3 (O): -0.4911, atom 4 (C): 0.2714, atom 5 (C): -0.2467, atom 6 (C): -0.1849, atom 7 (C): -0.1165, atom 8 (C): -0.2602, atom 9 (C): 0.2891, atom 10 (O): -0.5210, atom 11 (C): -0.2522, atom 12 (H): 0.1804, atom 13 (H): 0.1806, atom 14 (H): 0.2004, atom 15 (H): 0.2387, atom 16 (C): 0.2109, atom 17 (N): -0.1075, atom 18 (O): -0.3828, atom 19 (C): -0.0164, atom 20 (C): -0.4863, atom 21 (H): 0.2354, atom 22 (H): 0.2563, atom 23 (H): 0.2194, atom 24 (C): 0.6637, atom 25 (O): -0.6040, atom 26 (N): -0.5990, atom 27 (C): 0.1675, atom 28 (C): -0.2529, atom 29 (C): -0.1262, atom 30 (C): -0.2030, atom 31 (C): -0.1716, atom 32 (C): -0.2055, atom 33 (H): 0.2462, atom 34 (H): 0.2160, atom 35 (C): 0.5783, atom 36 (O): -0.5439, atom 37 (C): -0.7172, atom 38 (H): 0.2295, atom 39 (H): 0.2296, atom 40 (H): 0.2387, atom 41 (H): 0.2389, atom 42 (H): 0.2126, atom 43 (H): 0.4263, atom 44 (H): 0.2146, atom 45 (H): 0.2281, atom 46 (H): 0.1894, atom 47 (H): 0.1839


version x ends up most stable, edging out the next structure by 58.4 kcal/mol.